1.
# C4H6N2O

C4H6N2O in the gas phase (ωB97M-V with the def2-TZVPD basis set, the Open Molecules 2025 dataset).

Geometry (Å):
1 N -2.1155 0.5694 -0.4604
2 C -0.8177 0.1672 -0.2057
3 C 0.3436 0.8438 -0.1854
4 C 1.4475 -0.1823 -0.0858
5 O 2.5404 0.1145 0.7283
6 N 0.7854 -1.4667 0.1995
7 C -0.4633 -1.2535 0.0398
8 H -2.8402 -0.0296 -0.0919
9 H -2.3100 1.5482 -0.3077
10 H 0.5086 1.9036 -0.3384
11 H 1.8750 -0.3391 -1.0854
12 H 2.2159 0.2910 1.6200
13 H -1.1949 -2.0624 0.0838

Cartesian forces (eV/Å) of the 6 atoms listed first:
N -0.0503 0.0478 0.1230
C 0.2800 0.0354 0.0815
C -0.1280 -0.0623 -0.0832
C -0.0379 0.0547 -0.2403
O -0.1057 0.0050 0.2720
N -0.3023 0.1184 -0.0925

Computed properties:
SMILES string ... NC1=C[C@@H](O)N=C1
Charge ... 0
HOMO ... -8.6276 eV
Energy relative to the best compared isomer or geometry (same formula, charge and spin) ... 1.525 eV
Multiplicity ... 1

2.
# C8H16N2O

C8H16N2O in the gas phase in a non-equilibrium geometry (ωB97M-V with the def2-TZVPD basis set, the Open Molecules 2025 dataset).

Geometry (Å):
1 C 2.7797 -2.0557 0.7341
2 C 1.7477 -2.4873 0.3484
3 N 0.5537 -2.8437 -0.0253
4 N 0.4611 -3.5465 -1.2196
5 C -0.5068 -1.6797 0.2284
6 O -1.7166 -2.2278 -0.1568
7 C -0.1640 -0.3914 -0.6423
8 C -0.0237 0.9036 0.2513
9 C 0.5988 2.0134 -0.6067
10 C 0.7700 0.6971 1.4618
11 C -1.4563 1.3469 0.5296
12 H 3.6316 -1.4292 1.0078
13 H -0.0009 -4.4548 -1.0927
14 H 0.1256 -3.0486 -1.9850
15 H -0.4287 -1.6367 1.3135
16 H -1.4783 -3.1807 -0.4410
17 H 0.7685 -0.7193 -1.2037
18 H -0.9707 -0.2548 -1.4482
19 H 0.0587 2.1081 -1.6306
20 H 0.7100 2.9971 0.0253
21 H 1.6512 1.8516 -1.0638
22 H 0.1219 0.2442 2.3136
23 H 1.6013 -0.1238 1.2599
24 H 1.1108 1.6607 1.8649
25 H -2.1971 0.5592 0.7634
26 H -1.4660 2.0173 1.3538
27 H -1.7849 1.8589 -0.3873

Cartesian forces (eV/Å) of the 6 atoms listed first:
C 2.7302 1.6208 1.0635
C 0.3863 -0.0889 -0.3514
N -2.7902 0.9602 0.1196
N 0.3826 -2.2208 1.1666
C 1.2696 -1.1596 -1.3660
O -0.0518 -2.2433 -0.7095

Computed properties:
SMILES string ... C#CN(N)[C@H](O)CC(C)(C)C
Charge ... 0
HOMO ... -8.6120 eV
Energy relative to the best compared isomer or geometry (same formula, charge and spin) ... 5.124 eV
Multiplicity ... 1

3.
# C2H7N2O5Sn

A molecular structure, C2H7N2O5Sn in a non-equilibrium geometry (ωB97M-V with the def2-TZVPD basis set, the Open Molecules 2025 dataset).

Geometry (Å):
1 Sn -3.5089 0.7985 3.4782
2 O -1.4645 -0.7284 2.1799
3 H -0.8438 -0.5298 1.4593
4 C -1.3169 1.1649 -1.4472
5 N -2.2731 0.4190 -0.5791
6 O -3.0173 1.0161 0.1765
7 O -2.3369 -0.7829 -0.7281
8 H -1.7529 2.0500 -1.9021
9 H -1.0504 0.4775 -2.2477
10 H -0.3985 1.3320 -0.8849
11 C 3.0448 -1.0604 -0.2789
12 N 2.0025 -0.2862 0.4647
13 O 2.0148 0.9286 0.3976
14 O 1.2666 -0.9066 1.2144
15 H 2.8925 -0.9033 -1.3443
16 H 2.7181 -2.0873 -0.1204
17 H 4.0240 -0.9016 0.1620

Cartesian forces (eV/Å) of the 6 atoms listed first:
Sn 2.8985 -1.8605 -2.5249
O -2.3949 0.9621 2.1211
H -0.1681 0.6595 0.2689
C 0.6124 -0.5896 -0.5114
N -0.7596 -1.1655 -0.7443
O -0.0945 1.1132 0.6241

Computed properties:
Charge ... +1
HOMO ... -13.1574 eV
Energy relative to the best compared isomer or geometry (same formula, charge and spin) ... 2.657 eV
Multiplicity ... 1

4.
# C16H13Br3F24O3

A molecular structure, C16H13Br3F24O3 in a non-equilibrium geometry (ωB97M-V with the def2-TZVPD basis set, the Open Molecules 2025 dataset).

Geometry (Å):
1 C 24.9839 -1.8629 -12.2768
2 C 25.7068 -0.8318 -11.4723
3 C 26.4726 0.2750 -12.3636
4 F 27.3435 1.0894 -11.7302
5 F 27.1558 -0.0498 -13.4525
6 F 24.7678 -0.0752 -10.8236
7 F 26.4412 -1.4726 -10.5466
8 O 23.8248 -1.2505 -13.0119
9 C 22.7709 -2.1709 -13.3381
10 C 21.6892 -1.4343 -14.1772
11 F 20.5372 -2.1053 -14.3192
12 F 21.3568 -0.1777 -13.8115
13 F 23.1747 -3.2231 -14.0719
14 F 22.2426 -2.6299 -12.2399
15 H 24.6576 -2.6219 -11.5658
16 H 25.6878 -2.2095 -13.0335
17 H 25.7289 0.9612 -12.7689
18 H 22.1069 -1.3477 -15.1802
19 C 26.6501 -0.8961 -20.8383
20 C 25.2105 -1.3427 -20.7179
21 C 24.7729 -1.9603 -22.0721
22 F 24.6475 -1.2671 -23.2161
23 F 25.4777 -3.0079 -22.3524
24 F 25.2660 -2.3297 -19.8038
25 F 24.3202 -0.3784 -20.3385
26 O 27.1148 0.1226 -19.8633
27 C 28.5172 0.3017 -19.9082
28 C 28.9084 1.3771 -18.7878
29 F 30.1436 1.8340 -18.8420
30 F 28.1397 2.4232 -18.8250
31 F 28.9925 -0.9204 -19.6844
32 F 28.8514 0.6116 -21.2105
33 H 26.7449 -0.3145 -21.7552
34 H 27.2627 -1.7957 -20.8978
35 H 23.8463 -2.3942 -21.6963
36 H 28.6822 0.9042 -17.8322
37 C 23.7168 4.7042 -20.4058
38 C 23.5625 3.3331 -21.2030
39 C 24.9034 2.5386 -21.3374
40 F 24.7159 1.4371 -22.0496
41 F 25.9398 3.1992 -21.8434
42 F 22.6590 2.5840 -20.5897
43 F 22.9371 3.5377 -22.3043
44 O 24.7192 4.6845 -19.3909
45 C 24.2054 4.6181 -17.9867
46 C 25.3505 4.2201 -17.0968
47 F 25.1089 4.3466 -15.7891
48 F 25.8066 2.9714 -17.3341
49 F 23.8849 5.8727 -17.7687
50 F 23.1477 3.8023 -18.0261
51 H 22.7114 4.8467 -20.0096
52 H 23.8335 5.5360 -21.1005
53 H 25.1804 2.0716 -20.3922
54 H 26.2496 4.7569 -17.3996
55 C 24.1960 0.2106 -16.9841
56 Br 24.8245 -1.6356 -16.9815
57 Br 24.0898 1.1297 -15.1826
58 Br 22.4071 0.1341 -17.7208
59 H 24.8801 0.8292 -17.5650

Cartesian forces (eV/Å) of the 6 atoms listed first:
C -1.3878 0.1843 -1.7615
C -0.2217 2.0677 -1.0214
C -1.1890 1.7512 -0.4012
F 0.3219 -0.1909 1.9371
F 0.5927 -2.3504 -0.9219
F 0.4421 -0.0935 0.4130

Computed properties:
Charge ... -1
<S²> ... 0.754
HOMO (spin up / spin down) ... -1.0749 / -5.6120 eV
Multiplicity ... 2

5.
# Cl3FO12Sr3

A molecular structure, Cl3FO12Sr3 in a non-equilibrium geometry (ωB97M-V with the def2-TZVPD basis set, the Open Molecules 2025 dataset).

Geometry (Å):
1 Sr -0.9779 -9.7587 15.5459
2 Sr 0.6681 -13.4543 17.5366
3 Sr 2.8793 -9.8807 17.2819
4 F 0.6172 -10.7034 17.1774
5 Cl 0.7318 -6.6179 17.5078
6 O -0.7050 -6.6327 17.4835
7 O 1.2334 -5.7455 18.5159
8 O 1.1404 -7.9962 17.8809
9 O 1.3311 -6.3350 16.2407
10 Cl 2.5326 -9.5521 13.8933
11 O 1.5079 -9.0552 14.8954
12 O 3.0086 -8.3017 13.4244
13 O 3.6334 -10.2706 14.5692
14 O 2.0779 -10.4558 12.9012
15 Cl 0.0452 -13.7011 14.2335
16 O 0.1937 -13.1961 12.9318
17 O -0.2536 -12.5025 15.0724
18 O -0.9831 -14.6563 14.4619
19 O 1.2868 -14.2900 14.7477

Cartesian forces (eV/Å) of the 6 atoms listed first:
Sr 1.6563 0.4671 -0.1219
Sr -0.6159 0.2385 -2.1229
Sr -0.8315 2.3699 -1.4089
F 0.2156 -1.6857 0.3927
Cl 1.0959 1.8116 0.7045
O -0.2000 -0.4506 -0.6453

Computed properties:
Charge ... +2
HOMO ... -15.3345 eV
Energy relative to the best compared isomer or geometry (same formula, charge and spin) ... 0.000 eV
Multiplicity ... 1

6.
# C28H61F6IN6O11P3

3 unconnected molecules or ions with the total composition C28H61F6IN6O11P3 in a non-equilibrium geometry (ωB97M-V with the def2-TZVPD basis set, the Open Molecules 2025 dataset).

Geometry (Å):
1 C 0.1179 -1.5589 -6.1530
2 O -1.2257 -1.1688 -5.8725
3 C -1.3977 -0.8815 -4.5178
4 N -1.1616 0.5453 -4.2071
5 C -2.1301 1.3487 -4.8219
6 N -1.9602 1.9055 -5.9719
7 I -0.1697 1.7601 -6.9649
8 C -3.0593 2.6768 -6.6026
9 C -2.6403 3.7524 -7.6019
10 N -2.5541 3.3026 -8.9951
11 N -3.3317 1.5502 -4.1208
12 C -3.0335 2.5170 -2.9994
13 C -3.2425 3.9771 -3.4337
14 N -2.1597 4.4784 -4.3218
15 C -4.0706 2.2652 -1.8649
16 C -5.4469 1.8095 -2.3394
17 O -5.9363 2.5892 -3.3995
18 C -6.4312 1.9146 -1.1630
19 F -6.7758 3.1937 -0.9950
20 F -7.5605 1.2510 -1.4164
21 F -5.9064 1.4764 -0.0233
22 C -1.5782 2.3163 -2.5186
23 C -1.3538 2.8250 -1.0840
24 C 0.1020 2.8502 -0.6605
25 O 0.6527 4.0782 -1.1369
26 C 2.0204 4.0373 -1.4274
27 C 2.2996 4.9772 -2.6168
28 F 2.6396 4.2937 -3.7226
29 F 3.2637 5.8444 -2.3417
30 F 1.2072 5.6748 -2.9498
31 C -1.0758 0.8554 -2.7358
32 P -1.8269 -0.3780 -1.5641
33 N -1.4675 -0.0626 -0.0813
34 H 0.2947 -1.4892 -7.2243
35 H 0.2950 -2.5953 -5.8613
36 H 0.8215 -0.8755 -5.6730
37 H -0.6857 -1.4916 -3.9617
38 H -2.4261 -1.1904 -4.2874
39 H -3.7189 3.1129 -5.8664
40 H -3.6602 1.9488 -7.1559
41 H -3.4511 4.4874 -7.5806
42 H -1.7461 4.2948 -7.2965
43 H -1.5994 3.3119 -9.3279
44 H -2.8727 2.3472 -9.0965
45 H -3.5266 0.6361 -3.7179
46 H -3.2568 4.5894 -2.5304
47 H -4.2016 4.1226 -3.9229
48 H -2.5833 5.1524 -4.9520
49 H -1.5415 5.0579 -3.7611
50 H -3.7143 1.5596 -1.1202
51 H -4.2162 3.2130 -1.3459
52 H -5.4169 0.7560 -2.6492
53 H -6.8173 2.2924 -3.6556
54 H -0.8962 2.9124 -3.1356
55 H -1.9500 2.3214 -0.3312
56 H -1.6794 3.8699 -1.0850
57 H 0.6850 1.9770 -0.9558
58 H 0.1313 2.8716 0.4329
59 H 2.6149 4.3991 -0.5843
60 H 2.3749 3.0435 -1.7085
61 H -0.0141 0.8689 -2.4907
62 H -1.3840 -1.6710 -1.8956
63 H -3.2147 -0.3563 -1.8378
64 H -0.9793 -0.8302 0.3619
65 O 1.5149 1.0000 2.7788
66 P 1.5518 0.4940 4.1708
67 O 1.2114 1.8039 5.0824
68 C -0.0963 2.3769 5.0161
69 C -1.1565 1.4860 5.6365
70 O 3.1507 0.3708 4.4386
71 C 4.1240 0.5161 3.4097
72 C 4.6330 1.9410 3.3444
73 O 1.1667 -0.5871 5.2766
74 C 2.0851 -1.2810 6.1533
75 C 2.5487 -0.4005 7.2876
76 H -0.3444 2.6034 3.9744
77 H -0.0435 3.3216 5.5560
78 H -1.2863 0.5650 5.0623
79 H -2.1165 2.0021 5.6689
80 H -0.8738 1.1997 6.6490
81 H 3.7331 0.1849 2.4479
82 H 4.9456 -0.1564 3.6659
83 H 3.8095 2.6466 3.2306
84 H 5.3258 2.0661 2.5108
85 H 5.1508 2.1995 4.2686
86 H 2.9133 -1.7124 5.5968
87 H 1.5220 -2.1220 6.5591
88 H 3.0636 0.4888 6.9309
89 H 3.2276 -0.9615 7.9303
90 H 1.6981 -0.0638 7.8819
91 O 3.4513 -4.6779 5.3935
92 P 2.9390 -5.7378 4.5068
93 O 4.0694 -6.0656 3.3988
94 C 5.3152 -6.6365 3.8249
95 C 5.1653 -8.0647 4.3123
96 O 1.8492 -4.9494 3.5909
97 C 1.5157 -3.5875 3.8342
98 C 2.3588 -2.6712 2.9712
99 O 2.1581 -7.1160 4.5076
100 C 0.9246 -7.4091 3.8293
101 C 1.1334 -7.6303 2.3504
102 H 5.7579 -6.0073 4.6014
103 H 5.9755 -6.6065 2.9595
104 H 4.5733 -8.1114 5.2291
105 H 6.1431 -8.4998 4.5193
106 H 4.6567 -8.6750 3.5662
107 H 1.6069 -3.3459 4.8855
108 H 0.4604 -3.4714 3.5741
109 H 3.4238 -2.8658 3.1042
110 H 2.1700 -1.6164 3.1997
111 H 2.1320 -2.8416 1.9171
112 H 0.1741 -6.6492 4.0332
113 H 0.5558 -8.3302 4.2817
114 H 1.5620 -6.7561 1.8644
115 H 0.1791 -7.8603 1.8749
116 H 1.8191 -8.4616 2.1828

Cartesian forces (eV/Å) of the 6 atoms listed first:
C 0.2298 0.0383 -0.3691
O 0.0640 0.2659 0.0786
C 0.2838 -0.6040 -0.8324
N -0.0977 0.1041 -0.1630
C -0.1665 -0.1527 0.2121
N 0.0309 0.0119 0.1503

Computed properties:
Charge ... +1
HOMO ... -11.6218 eV
Multiplicity ... 1

What is the formula in the sixth record? C28H61F6IN6O11P3